{
  "formula": "C12H48N12O12",
  "method": "ωB97M-V/def2-TZVPD",
  "elements": ["N", "C", "N", "O", "H", "H", "H", "H", "N", "C", "N", "O", "H", "H", "H", "H", "N", "C", "N", "O", "H", "H", "H", "H", "N", "C", "N", "O", "H", "H", "H", "H", "N", "C", "N", "O", "H", "H", "H", "H", "N", "C", "N", "O", "H", "H", "H", "H", "C", "O", "H", "H", "H", "H", "C", "O", "H", "H", "H", "H", "C", "O", "H", "H", "H", "H", "C", "O", "H", "H", "H", "H", "C", "O", "H", "H", "H", "H", "C", "O", "H", "H", "H", "H"],
  "xyz": [[3.1697, 1.1273, 6.7871], [1.8806, 1.1695, 6.8290], [1.4484, 0.6139, 5.7408], [1.1573, 1.7625, 7.6270], [3.7593, 0.6873, 6.0950], [3.5159, 1.5906, 7.6151], [0.5601, 1.0473, 5.5331], [1.9660, 0.0311, 5.0986], [-1.1417, -6.6813, 2.3988], [-1.3106, -5.5291, 1.7242], [-1.5418, -5.6873, 0.4574], [-1.2800, -4.4531, 2.2551], [-0.6938, -6.5357, 3.2922], [-1.5143, -7.5862, 2.1489], [-1.6627, -4.8795, -0.1367], [-1.4528, -6.5382, -0.0795], [3.9717, -3.7511, 1.4994], [5.0531, -3.5298, 2.2155], [4.9261, -3.6435, 3.4967], [6.1056, -3.1445, 1.7589], [3.0830, -4.0237, 1.8943], [4.0282, -3.7731, 0.4913], [4.1460, -4.0947, 3.9528], [5.7674, -3.7008, 4.0527], [-5.9344, 3.1008, 4.0282], [-4.9075, 2.3444, 4.2882], [-5.0561, 1.6432, 5.3337], [-3.9046, 2.2687, 3.5763], [-5.7278, 3.7250, 3.2615], [-6.8423, 2.9509, 4.4445], [-5.7892, 1.8949, 5.9812], [-4.2846, 1.0554, 5.6156], [1.6728, -4.6700, -5.4112], [2.6942, -3.8554, -5.5695], [3.8289, -4.5035, -5.6897], [2.5963, -2.6174, -5.5097], [0.7497, -4.3185, -5.6221], [1.8564, -5.6378, -5.1880], [3.7987, -5.4685, -5.9864], [4.7325, -4.0588, -5.6144], [6.5092, 3.4881, -3.6277], [5.4494, 2.8871, -4.0280], [5.7267, 1.6112, -4.0262], [4.4583, 3.5456, -4.2335], [6.3008, 4.4764, -3.6184], [7.4535, 3.1304, -3.6084], [5.0004, 0.9541, -4.2728], [6.6752, 1.3243, -3.8311], [-5.9348, -2.3220, 0.5673], [-7.1011, -2.2686, -0.2422], [-5.1240, -2.0886, -0.1228], [-5.9341, -1.5999, 1.3838], [-5.8445, -3.2492, 1.1332], [-7.8613, -2.0325, 0.2944], [0.4659, 0.4240, -0.9618], [-0.1518, -0.6177, -1.6866], [1.3305, 0.0324, -0.4260], [0.9740, 1.1498, -1.5968], [-0.0517, 0.9446, -0.1561], [0.1894, -0.5484, -2.5812], [-3.2757, -1.0314, -6.4760], [-3.4797, -2.0194, -5.5213], [-3.5917, -1.3421, -7.4719], [-4.0227, -0.2720, -6.2449], [-2.3051, -0.5360, -6.4517], [-3.3197, -1.7628, -4.6101], [3.9870, 3.7645, 1.8577], [3.7517, 5.0011, 1.3329], [4.6047, 3.9606, 2.7341], [3.0252, 3.3049, 2.0854], [4.5575, 3.0295, 1.2900], [4.4721, 5.2465, 0.7477], [-4.8480, 2.7657, -2.4022], [-4.4918, 3.8543, -3.2169], [-4.1597, 2.4564, -1.6157], [-5.7429, 2.8907, -1.7926], [-4.9510, 1.8780, -3.0263], [-4.4710, 4.6285, -2.6496], [-1.7687, 6.4605, 0.4633], [-2.7836, 7.3917, 0.6362], [-2.2965, 5.5321, 0.2453], [-1.1556, 6.7566, -0.3879], [-1.1559, 6.3426, 1.3569], [-2.5325, 8.1273, 0.0728]],
  "forces_ev_per_a": [[4.8, 1.0, 3.2], [-1.5, 1.2, 0.4], [-4.2, -1.5, -3.2], [0.7, -0.2, 0.1], [-0.3, 0.3, 0.4], [1.1, -0.3, -0.3], [-0.2, -1.0, -0.8], [-0.3, 0.5, 0.2], [0.8, -1.3, 1.6], [-0.2, -0.3, 1.4], [-0.9, -0.1, -5.0], [0.5, 1.7, 1.0], [-0.5, -0.4, 0.0], [0.2, 0.4, 0.0], [-0.1, 0.1, 0.5], [0.1, 0.0, 0.6], [-2.7, -0.8, -2.0], [1.6, 1.0, -1.8], [-0.7, -1.0, 5.5], [1.3, 0.1, -1.3], [0.3, 0.1, 0.0], [0.2, 0.2, 0.3], [0.0, 0.1, -0.4], [0.0, 0.3, -0.4], [-2.1, 2.7, -1.6], [3.0, 0.2, -3.3], [-0.4, -3.5, 5.1], [0.0, 0.4, -0.1], [-0.9, 0.1, 0.1], [0.3, 0.4, -0.4], [0.5, -0.4, 0.2], [-0.3, 0.1, 0.1], [-2.5, -1.6, 0.0], [-0.2, 4.1, 0.8], [3.1, -1.7, -0.4], [0.1, -1.2, -0.4], [0.2, -0.3, 0.3], [-0.6, 0.3, -0.2], [0.3, 0.3, 0.1], [-0.5, 0.1, -0.1], [4.2, 4.8, 1.6], [-1.0, 0.1, 0.0], [-1.5, -4.4, -1.0], [-2.1, -0.5, -0.7], [1.0, 0.2, 0.2], [-0.4, 0.3, 0.0], [0.5, -0.2, 0.0], [-0.7, -0.3, -0.1], [-0.2, 0.4, 0.3], [-0.2, 0.0, 0.1], [0.3, -0.4, 0.4], [-0.1, 0.6, -0.2], [0.3, -0.5, -0.6], [0.0, -0.1, 0.0], [2.2, 0.2, 0.5], [-0.6, 0.4, 0.1], [0.2, -0.5, 0.2], [-0.6, 0.3, -0.3], [-1.1, -0.3, -0.6], [-0.1, -0.1, 0.0], [-1.2, 1.8, 0.5], [0.2, -2.0, 0.1], [0.6, -0.6, 0.1], [0.1, 0.7, -0.2], [0.2, -0.4, -0.2], [0.1, 0.5, -0.3], [0.6, -1.2, 1.5], [-0.4, 1.6, -1.8], [-0.2, -0.7, 0.7], [0.1, 0.0, 0.4], [0.0, 0.2, -0.7], [-0.1, 0.1, 0.0], [-0.2, -1.2, 0.6], [0.0, 0.0, 0.4], [0.9, 0.4, -0.2], [-0.6, 0.3, -0.5], [-0.2, 0.2, -0.2], [0.1, 0.2, -0.1], [0.1, -1.0, -0.3], [-0.7, 1.5, 0.0], [0.6, -0.4, 0.0], [0.3, -0.4, 0.0], [0.1, 0.0, 0.0], [-0.4, 0.3, 0.3]],
  "e_above_lowest_kj_mol": 617.5,
  "homo_energy_ev": -9.48,
  "largest_force_ev_per_a": 6.60,
  "e_tot_ev": -55671.941,
  "spin_multiplicity": 1,
  "smiles": "NC(N)=O.NC(N)=O.NC(N)=O.NC(N)=O.NC(N)=O.NC(N)=O.CO.CO.CO.CO.CO.CO",
  "lumo_energy_ev": 0.1
}